Record 1
# C6H6N2

C6H6N2 in the gas phase (the ωB97M-V functional and the def2-TZVPD basis, the Open Molecules 2025 dataset).

SMILES ... CC(C)=C(C#N)C#N
2S+1 ... 1
Relative energy (zero: lowest compared OMol25 entry of this formula, charge and spin) ... 259.3 kJ/mol
E_HOMO ... -9.9 eV

Geometry as XYZ:
```
14
C6H6N2 the ωB97M-V functional and the def2-TZVPD basis
C 0.1039 -1.8035 -1.1369
C -0.5977 -0.5251 -0.7257
C -1.7146 -0.1668 -1.5335
C 0.0676 0.2527 0.2683
C -0.2232 1.6130 0.5189
C 1.1483 -0.4401 1.1723
H 0.1440 -1.7764 -2.1516
H 1.0964 -2.0656 -0.5946
H -0.5305 -2.7814 -0.8654
H -1.8396 1.0221 -1.7189
H -1.3544 -0.8329 -2.5556
H -2.6729 -0.6286 -1.2393
N -0.3051 2.7774 0.8801
N 2.0839 -0.8515 1.6549
```

Record 2
# C27H29N3O3

A molecular structure, C27H29N3O3 (the ωB97M-V functional and the def2-TZVPD basis, the Open Molecules 2025 dataset).

2S+1 ... 1
Relative energy (zero: lowest compared OMol25 entry of this formula, charge and spin) ... 2119.8 kJ/mol
E_HOMO ... -8.3 eV

Geometry as XYZ:
```
62
C27H29N3O3 the ωB97M-V functional and the def2-TZVPD basis
C -5.6546 -3.1506 1.4348
C -5.0313 -2.2664 0.3368
C -4.5890 -1.4381 -0.5331
C -4.1890 -0.6330 -1.5352
N -4.6620 0.5826 -1.4308
C -3.9785 1.6638 -0.6989
O -4.3978 2.7801 -0.5511
C -2.6016 1.3962 -0.3443
C -2.4641 0.4122 0.6506
C -1.1256 0.0979 1.2691
C -0.1090 1.0779 0.8807
C -0.3248 1.9671 -0.2010
C -1.4553 1.9386 -0.7307
H -1.5897 2.9934 -1.3101
H 0.6014 2.4478 -0.5716
O 1.0475 0.5204 1.5944
C 2.3408 1.1225 1.2461
C 2.9138 0.7775 -0.0448
C 4.5768 1.0591 -0.0959
N 5.0259 0.1330 1.1033
C 4.0893 -0.1989 1.9896
C 3.1444 1.1141 2.5202
H 3.8912 2.0032 2.5876
H 2.6053 0.8947 3.4354
H 3.4815 -0.8854 1.6207
H 4.8186 -0.4190 2.9530
C 5.6357 -1.3186 0.4412
C 6.8462 -0.6712 -0.4660
N 6.8094 -1.5288 -1.4695
C 7.9586 -1.3025 -2.3001
C 8.9418 -0.2507 -2.1197
C 8.8126 0.3107 -0.9993
C 7.7988 0.1368 -0.0181
H 7.6263 0.4861 0.8777
H 9.5728 0.9854 -0.5937
H 9.7963 -0.0041 -2.7114
H 7.9650 -1.8256 -3.4645
H 5.9665 -1.7217 1.5541
H 4.8842 -1.6904 -0.1163
H 4.8085 0.8408 -0.9015
H 4.8143 1.9131 0.3675
H 2.5395 -0.1385 -0.0659
H 2.4878 1.3764 -0.9385
H 2.0209 2.2164 1.1891
H -1.1277 -0.5512 1.9621
H -3.1051 -0.2450 1.0804
C -5.9633 0.9595 -1.6481
C -6.9132 0.0831 -0.9297
C -7.8652 -0.6527 -1.5134
C -8.7183 -1.1448 -0.2184
C -8.0804 -0.4392 0.7301
O -7.1554 0.4312 0.3122
H -8.1528 -0.4353 1.7251
H -9.2702 -2.0584 -0.1382
H -7.8924 -1.1543 -2.3015
H -6.1534 2.2253 -1.2537
H -6.1811 0.8454 -2.8380
H -4.6902 -0.9082 -2.4418
H -3.1218 -0.5306 -1.4948
H -5.6544 -2.6342 2.5898
H -6.6226 -3.5903 0.9636
H -4.9819 -4.0049 1.5742
```

Record 3
# C44H44AsBF4MnN7O2Te

A molecular structure, C44H44AsBF4MnN7O2Te (the ωB97M-V functional and the def2-TZVPD basis, the Open Molecules 2025 dataset).

2S+1 ... 1
E_HOMO (alpha / beta) ... -5.9 / -5.8 eV

Geometry as XYZ:
```
105
C44H44AsBF4MnN7O2Te the ωB97M-V functional and the def2-TZVPD basis
Mn 0.0032 1.2751 0.3672
C 3.5983 0.7963 3.2350
C 3.1110 1.1449 1.9790
N 1.9677 1.7928 1.8513
C 1.3167 2.1422 2.9724
C 1.8143 1.7681 4.2227
N 2.9393 1.0908 4.3456
C 0.0704 2.8663 2.7486
C -0.5280 3.6750 3.6872
C -1.6999 4.3965 3.3805
C -2.1524 4.2988 2.0606
C -1.4991 3.4879 1.1491
N -0.4265 2.7152 1.4951
C -1.8063 3.3598 -0.2527
C -2.8267 4.0054 -0.9558
N -3.0147 3.8269 -2.2439
C -2.1435 3.0442 -2.8804
C -1.1194 2.3896 -2.2223
N -0.9725 2.4977 -0.9001
C -2.3782 5.2098 4.3813
C -2.0150 5.1734 5.7341
C -2.6954 5.9577 6.6443
N -3.7050 6.7519 6.3264
C -4.0570 6.7942 5.0515
C -3.4381 6.0659 4.0546
H 4.5277 0.2640 3.3657
H 3.6373 0.9139 1.0640
H 1.2866 1.9845 5.1427
H -0.0636 3.7812 4.6525
H -3.0190 4.8464 1.7316
H -3.5212 4.6675 -0.4583
H -2.2886 2.9335 -3.9432
H -0.4061 1.7611 -2.7413
H -1.2202 4.5357 6.0856
H -2.4181 5.9437 7.6897
H -4.8847 7.4501 4.8179
H -3.7798 6.1707 3.0383
F 2.2904 1.0475 -3.1283
B 2.5610 1.8295 -2.0166
F 3.8596 1.7833 -1.6381
F 2.0723 3.0826 -2.1674
F 1.7693 1.1962 -0.9316
C 5.4490 -3.5940 -6.2069
C 4.3693 -3.0702 -5.3094
C 3.0389 -3.0487 -5.7057
C 2.0458 -2.5422 -4.8805
C 0.6291 -2.4927 -5.3739
C 2.3844 -2.0670 -3.6102
Te 0.6883 -1.2994 -2.3936
N -0.5135 -0.1583 -0.7761
C -1.7890 -0.2772 -0.5612
O -2.2706 0.2463 0.5053
C -2.7109 -0.9996 -1.4754
C -3.8425 -1.6167 -0.9511
C -4.6773 -2.3614 -1.7634
C -4.3978 -2.4854 -3.1139
C -3.3292 -1.7970 -3.6600
C -2.4986 -1.0407 -2.8508
C 1.2228 -2.4517 -0.6892
C 1.7987 -1.8189 0.3968
C 2.1106 -2.5333 1.5404
C 1.8436 -3.8917 1.6002
C 1.2423 -4.5195 0.5198
C 0.9165 -3.8100 -0.6294
C 0.2440 -4.4626 -1.7950
C 3.7207 -2.0129 -3.2281
C 4.1542 -1.3408 -1.9658
C 4.6905 -2.5419 -4.0708
H 5.0288 -4.0570 -7.0955
H 6.0587 -4.3255 -5.6790
H 6.1026 -2.7793 -6.5166
H 2.7691 -3.4206 -6.6850
H 0.5660 -2.8698 -6.3922
H 0.2780 -1.4596 -5.3549
H -0.0318 -3.0859 -4.7400
H -4.0730 -1.4890 0.0977
H -5.5458 -2.8466 -1.3456
H -5.0308 -3.0922 -3.7436
H -3.1427 -1.8461 -4.7217
H -1.7196 -0.4327 -3.2914
H 2.0025 -0.7588 0.3573
H 2.5754 -2.0139 2.3665
H 2.1208 -4.4641 2.4753
H 1.0209 -5.5767 0.5658
H -0.0245 -5.4930 -1.5813
H 0.9135 -4.4406 -2.6556
H -0.6591 -3.9052 -2.0585
H 3.2981 -0.8796 -1.4803
H 4.8656 -0.5510 -2.2066
H 4.6313 -2.0438 -1.2819
H 5.7243 -2.5005 -3.7590
C -1.7899 -2.5733 1.8543
As -1.1666 -0.9484 2.7387
C -0.3714 -1.6948 4.3718
C -2.6456 0.1067 3.4475
O 0.0412 -0.0701 2.0704
H -2.1264 -3.2545 2.6358
H -0.9705 -3.0297 1.3001
H -2.6101 -2.3637 1.1780
H -1.1034 -2.2820 4.9259
H -0.0111 -0.8832 5.0047
H 0.4740 -2.3317 4.1123
H -3.2542 -0.5008 4.1138
H -3.2439 0.4865 2.6245
H -2.2188 0.9424 4.0049
```

Record 4
# C4H5NO

C4H5NO in the gas phase (the ωB97M-V functional and the def2-TZVPD basis, the Open Molecules 2025 dataset).

SMILES ... CC#CC(N)=O
2S+1 ... 1
Relative energy (zero: lowest compared OMol25 entry of this formula, charge and spin) ... 118.4 kJ/mol
E_HOMO ... -9.8 eV

Geometry as XYZ:
```
11
C4H5NO the ωB97M-V functional and the def2-TZVPD basis
C -2.4045 0.1132 0.2436
C -0.9756 0.0312 0.0888
C 0.2121 -0.0939 -0.0111
C 1.5651 -0.5854 -0.1179
O 1.8229 -1.7679 -0.0030
N 2.4600 0.4001 -0.3689
H -2.8745 -0.5976 -0.4423
H -2.7346 1.1278 0.0196
H -2.6464 -0.1518 1.2766
H 3.4385 0.1702 -0.3458
H 2.1370 1.3540 -0.3396
```

Record 5
# C17H24ClF9O7S

2 unconnected molecules or ions with the total composition C17H24ClF9O7S (the ωB97M-V functional and the def2-TZVPD basis, the Open Molecules 2025 dataset).

SMILES ... CCO[C@@]1([C@H](F)CC)OC(=O)O[C@H]1CCCCS(=O)(=O)Cl.FC(F)C(F)(F)COC(F)(F)C(F)F
2S+1 ... 1
E_HOMO ... -10.7 eV

Geometry as XYZ:
```
59
C17H24ClF9O7S the ωB97M-V functional and the def2-TZVPD basis
C 3.4629 -0.9273 2.7918
C 2.9143 -0.4411 1.3350
O 1.6176 0.1739 1.5642
C 1.2807 1.1273 0.5286
C 1.7672 2.6062 0.9153
F 0.8004 3.6447 0.5574
C 3.1609 3.0593 0.2544
C 3.7966 4.1671 1.2761
O 1.4407 0.6756 -0.8512
C 0.4549 1.4327 -1.5773
O 0.6364 1.9693 -2.6970
O -0.7174 1.4637 -0.7411
C -0.3282 1.1511 0.6209
C -1.1217 -0.2111 0.9330
C -2.6718 0.1945 1.2510
C -2.8506 0.8100 2.7474
C -3.0357 2.4292 2.6767
S -1.9934 3.3599 3.8906
O -2.6283 3.5057 5.2584
O -1.7466 4.7738 3.3809
Cl -0.1273 2.4232 4.2215
H 2.6780 -1.4956 3.3949
H 3.7783 -0.0013 3.3981
H 4.4143 -1.5326 2.5687
H 3.6994 0.2894 0.9398
H 2.8972 -1.3461 0.6364
H 1.9154 2.6479 2.0536
H 3.8811 2.2041 0.0220
H 3.0035 3.6385 -0.7353
H 2.9310 4.9060 1.4783
H 4.0016 3.6564 2.2924
H 4.7343 4.6660 0.8610
H -0.6457 1.8321 1.4808
H -1.1513 -0.8701 -0.0204
H -0.7244 -0.8063 1.8255
H -3.3119 -0.7559 1.1997
H -3.0692 0.9382 0.4749
H -3.8515 0.4086 3.1669
H -2.0407 0.4732 3.4794
H -2.6702 2.7298 1.6184
H -4.1508 2.6677 2.7143
C -0.0044 -4.2906 -3.8441
C -0.7313 -4.7791 -2.5717
C -2.2400 -5.0145 -2.7015
F -2.9174 -3.9173 -3.0871
F -2.7644 -5.3805 -1.5039
F -0.4491 -3.9292 -1.5547
F -0.1633 -5.9733 -2.2259
O 0.2170 -2.8779 -3.9824
C -0.8514 -2.0946 -4.4766
C -1.4433 -1.1478 -3.4216
F -1.8122 -1.8010 -2.2978
F -2.5556 -0.5330 -3.8926
F -1.7730 -2.9080 -5.0325
F -0.3443 -1.3634 -5.4937
H 1.0050 -4.7100 -3.7899
H -0.4332 -4.7215 -4.7532
H -2.4496 -5.8139 -3.4168
H -0.7192 -0.3819 -3.1399
```